[1]
Molecular formula: C26H75N3O17
Method: DFT, wB97M-V/def2-TZVPD

Values from the calculation:
spin multiplicity	2
total charge	+1
largest force on an atom	3.34	eV/Å
expectation value of S²	0.76
HOMO (alpha / beta)	-10.9 / -10.9	eV
orbital gap (alpha / beta)	0.31596 / 0.08146	Eh

Cartesian coordinates (Å):
C  -5.470  1.331  -1.168
C  -5.281  0.560  -2.412
C  -6.471  0.712  -3.471
O  -7.799  0.450  -2.972
C  -8.531  1.478  -2.400
N  -3.960  1.058  -2.911
H  -5.469  2.419  -1.232
H  -4.820  1.154  -0.311
H  -6.348  0.878  -0.707
H  -5.111  -0.457  -2.057
H  -6.226  -0.112  -4.141
H  -6.590  1.530  -4.181
H  -9.373  0.877  -2.057
H  -8.746  2.278  -3.108
H  -8.082  1.966  -1.534
H  -3.723  0.441  -3.675
H  -3.320  0.737  -2.198
C  3.342  0.000  2.866
C  3.823  -1.298  3.546
C  4.944  -1.121  4.619
O  4.445  -0.541  5.749
C  5.410  -0.061  6.666
N  2.644  -1.980  4.095
H  2.746  0.585  3.566
H  2.568  -0.117  2.108
H  4.163  0.538  2.394
H  4.178  -1.948  2.746
H  5.684  -0.492  4.123
H  5.409  -2.098  4.754
H  5.890  -0.947  7.083
H  4.935  0.556  7.430
H  6.287  0.539  6.425
H  2.547  -1.543  5.000
H  1.858  -1.611  3.580
C  3.309  2.402  -1.886
C  2.219  2.681  -0.935
C  1.931  4.145  -0.763
O  0.941  4.396  0.316
C  0.585  5.705  0.550
N  1.065  1.962  -1.431
H  2.905  2.640  -2.870
H  3.555  1.351  -2.038
H  4.134  3.038  -1.565
H  2.506  2.355  0.064
H  1.566  4.493  -1.729
H  2.882  4.556  -0.424
H  -0.123  5.616  1.374
H  0.101  6.327  -0.204
H  1.455  6.244  0.925
H  0.129  2.067  -1.066
H  0.920  2.452  -2.302
C  1.007  0.417  -4.126
C  1.016  1.821  -4.758
O  0.615  2.953  -3.964
O  -0.318  0.189  -3.652
H  1.662  0.093  -3.317
H  1.211  -0.264  -4.952
H  0.378  1.787  -5.641
H  2.047  1.902  -5.102
H  0.290  3.500  -4.684
H  -0.429  0.697  -2.845
C  -1.599  -5.111  -4.089
C  -0.981  -4.289  -2.925
O  -0.423  -2.949  -3.330
O  -2.542  -4.292  -4.647
H  -1.995  -6.043  -3.685
H  -0.889  -5.470  -4.834
H  -0.140  -4.751  -2.409
H  -1.645  -4.142  -2.074
H  -0.996  -2.179  -3.306
H  -2.151  -3.473  -4.960
C  -2.841  4.764  -0.031
C  -2.618  3.355  -0.149
O  -1.291  2.928  -0.033
O  -2.320  5.390  -1.169
H  -2.501  5.033  0.969
H  -3.921  4.888  0.042
H  -3.036  2.923  -1.059
H  -3.085  3.053  0.788
H  -0.807  3.700  0.270
H  -2.650  4.952  -1.957
C  0.023  -4.527  2.812
C  1.003  -4.753  3.946
O  2.293  -4.508  3.554
O  0.277  -5.551  1.889
H  0.163  -3.595  2.266
H  -1.036  -4.549  3.072
H  1.009  -5.754  4.376
H  0.647  -4.033  4.683
H  2.365  -3.552  3.606
H  1.189  -5.834  1.997
C  -1.458  -0.923  0.068
C  0.062  -0.887  0.105
O  0.501  0.325  0.686
O  -1.834  0.084  -0.786
H  -1.860  -0.592  1.025
H  -1.828  -1.897  -0.251
H  0.291  -0.866  -0.961
H  0.572  -1.750  0.533
H  0.805  0.925  0.001
H  -1.523  0.893  -0.374
C  3.745  -2.968  -1.313
C  4.007  -1.667  -2.089
O  5.077  -1.866  -3.079
O  4.814  -3.414  -0.434
H  3.665  -3.849  -1.951
H  2.845  -2.942  -0.699
H  4.226  -0.909  -1.337
H  3.144  -1.373  -2.687
H  4.696  -1.724  -3.948
H  4.591  -4.269  -0.058
C  -0.755  -0.237  5.413
C  -0.323  -0.007  3.952
O  -0.317  -1.199  3.145
O  -2.198  -0.256  5.432
H  -0.254  0.436  6.109
H  -0.366  -1.172  5.817
H  0.654  0.471  3.878
H  -1.032  0.660  3.464
H  -0.076  -0.799  2.306
H  -2.487  -1.150  5.237

[2]
Molecular formula: C33H16KN8S
Method: DFT, wB97M-V/def2-TZVPD

Values from the calculation:
spin multiplicity	2
total charge	-2
largest force on an atom	1.81	eV/Å
expectation value of S²	0.83
HOMO (alpha / beta)	0.7 / -0.1	eV
orbital gap (alpha / beta)	0.09528 / 0.12463	Eh

Cartesian coordinates (Å):
K  -1.007  -0.566  -0.654
C  -3.516  5.446  1.230
C  -2.882  5.936  0.085
C  -2.003  5.136  -0.635
C  -1.771  3.846  -0.188
C  -0.896  2.758  -0.660
N  -1.010  1.695  0.165
C  -1.880  1.989  1.158
N  -2.265  1.234  2.168
C  -1.774  -0.005  2.393
C  -2.272  -0.869  3.450
C  -3.224  -0.714  4.453
C  -3.438  -1.762  5.335
C  -2.719  -2.963  5.215
C  -1.775  -3.132  4.214
C  -1.543  -2.080  3.333
C  -0.638  -1.888  2.212
N  0.197  -2.855  1.774
C  0.969  -2.719  0.713
N  1.060  -1.670  -0.136
C  1.974  -1.944  -1.091
N  2.381  -1.174  -2.082
C  1.895  0.069  -2.294
N  0.847  0.670  -1.692
C  0.742  1.942  -2.129
N  -0.115  2.900  -1.713
C  1.765  2.196  -3.128
C  2.136  3.322  -3.857
C  3.242  3.237  -4.688
C  3.978  2.044  -4.792
C  3.618  0.919  -4.068
C  2.507  0.993  -3.233
C  2.540  -3.285  -0.862
C  3.519  -4.022  -1.508
C  3.844  -5.274  -0.997
C  3.195  -5.773  0.135
C  2.214  -5.035  0.785
C  1.894  -3.783  0.283
N  -0.799  -0.644  1.717
C  -2.402  3.354  0.968
C  -3.283  4.153  1.681
H  -4.194  6.096  1.773
H  -3.070  6.955  -0.235
H  -1.505  5.500  -1.526
H  -3.786  0.210  4.534
H  -4.168  -1.655  6.131
H  -2.905  -3.766  5.922
H  -1.227  -4.062  4.112
H  1.565  4.239  -3.767
H  3.558  4.106  -5.257
H  4.849  2.015  -5.440
H  4.183  -0.004  -4.138
H  4.010  -3.623  -2.388
H  4.618  -5.865  -1.475
H  3.473  -6.753  0.510
H  1.702  -5.416  1.661
H  -3.772  3.764  2.566
S  -3.536  -1.760  -3.758
C  -3.097  -1.661  -2.285

[3]
Molecular formula: C39H68F13N9O12
Method: DFT, wB97M-V/def2-TZVPD

Values from the calculation:
spin multiplicity	1
largest force on an atom	9.35	eV/Å
HOMO	-8.6	eV
orbital gap	0.24586	Eh
SMILES	O=C1C=C(CCC(F)(F)C(F)(F)C(F)(F)C(F)(F)C(F)(F)C(F)(F)F)C(=O)O1.CN(C)C=O.CN(C)C=O.CN(C)C=O.CN(C)C=O.CN(C)C=O.CN(C)C=O.CN(C)C=O.CN(C)C=O.CN(C)C=O

Cartesian coordinates (Å):
O  -2.149  7.546  0.505
C  -2.709  6.509  1.159
C  -2.138  5.610  2.408
C  -3.177  4.549  2.722
C  -3.180  3.374  3.864
C  -1.932  2.319  3.790
C  -1.593  1.716  2.320
F  -2.917  1.339  1.698
F  -1.001  2.708  1.353
C  -0.732  0.278  2.334
F  -0.641  -0.045  0.867
F  -1.608  -0.801  2.907
C  0.682  0.345  3.123
F  1.249  1.739  2.963
F  0.324  0.301  4.596
C  1.752  -0.837  2.953
F  3.070  -0.333  3.497
F  1.360  -1.943  3.905
C  2.055  -1.515  1.529
F  3.223  -2.452  1.777
F  0.975  -2.464  1.062
C  2.598  -0.522  0.327
F  1.675  -0.488  -0.869
F  2.952  0.846  0.764
F  3.878  -1.098  -0.234
C  -4.315  4.788  1.566
O  -5.362  4.005  1.293
O  -4.025  5.979  0.753
H  -1.113  5.783  2.975
H  -3.158  3.919  4.923
H  -4.181  2.742  3.859
H  -0.970  2.895  4.180
H  -2.118  1.451  4.588
C  -5.273  6.101  -2.283
N  -4.730  6.319  -3.607
C  -5.444  5.792  -4.751
C  -3.555  7.012  -3.812
O  -3.041  7.232  -4.902
H  -5.346  5.024  -2.103
H  -6.268  6.551  -2.231
H  -4.635  6.550  -1.517
H  -4.790  5.100  -5.291
H  -5.708  6.618  -5.418
H  -6.350  5.270  -4.434
H  -3.095  7.368  -2.876
C  4.347  -5.118  2.473
N  4.484  -6.486  2.021
C  3.302  -7.200  1.584
C  5.702  -7.130  1.994
O  5.888  -8.283  1.625
H  3.666  -5.094  3.329
H  3.934  -4.516  1.658
H  5.313  -4.703  2.772
H  3.172  -8.090  2.207
H  3.439  -7.514  0.545
H  2.416  -6.564  1.662
H  6.533  -6.498  2.346
C  -2.620  -5.964  0.116
N  -1.190  -6.165  0.219
C  -0.341  -5.023  0.491
C  -0.612  -7.407  0.067
O  0.587  -7.647  0.141
H  -2.821  -5.259  -0.696
H  -2.988  -5.552  1.060
H  -3.136  -6.905  -0.090
H  0.376  -4.910  -0.328
H  0.209  -5.201  1.419
H  -0.938  -4.112  0.586
H  -1.346  -8.203  -0.136
C  -0.107  8.123  -4.821
N  1.223  7.850  -4.319
C  1.423  7.746  -2.889
C  2.304  7.685  -5.160
O  3.452  7.453  -4.803
H  -0.449  9.079  -4.415
H  -0.779  7.323  -4.496
H  -0.113  8.174  -5.913
H  2.151  8.501  -2.575
H  1.822  6.755  -2.656
H  0.481  7.899  -2.355
H  2.041  7.783  -6.225
C  -2.367  -6.464  -5.622
N  -2.255  -6.920  -4.253
C  -1.074  -6.566  -3.492
C  -3.236  -7.679  -3.651
O  -3.205  -8.097  -2.500
H  -1.526  -6.863  -6.198
H  -2.336  -5.371  -5.635
H  -3.303  -6.802  -6.075
H  -0.572  -7.482  -3.168
H  -1.378  -5.998  -2.608
H  -0.390  -5.966  -4.098
H  -4.088  -7.891  -4.317
C  -9.009  2.301  1.804
N  -8.270  2.087  3.030
C  -9.003  1.860  4.259
C  -6.892  2.092  3.065
O  -6.206  1.918  4.065
H  -9.645  3.183  1.925
H  -9.631  1.423  1.608
H  -8.334  2.459  0.959
H  -8.735  2.636  4.982
H  -8.721  0.885  4.667
H  -10.081  1.884  4.075
H  -6.435  2.273  2.079
C  8.156  -9.524  -0.527
N  9.586  -9.725  -0.424
C  10.435  -8.583  -0.153
C  10.164  -10.967  -0.576
O  11.363  -11.207  -0.502
H  7.955  -8.819  -1.339
H  7.788  -9.112  0.417
H  7.640  -10.465  -0.733
H  11.152  -8.470  -0.971
H  10.985  -8.762  0.776
H  9.838  -7.672  -0.058
H  9.430  -11.763  -0.779
C  0.811  7.939  7.139
N  0.787  7.154  5.923
C  1.781  7.414  4.902
C  -0.152  6.168  5.706
O  -0.229  5.468  4.704
H  0.687  8.995  6.880
H  1.775  7.793  7.635
H  0.009  7.639  7.818
H  1.274  7.696  3.975
H  2.357  6.500  4.725
H  2.453  8.218  5.214
H  -0.859  6.053  6.544
C  2.609  1.186  -3.731
N  2.617  0.463  -4.986
C  3.225  1.082  -6.146
C  2.065  -0.794  -5.110
O  2.038  -1.459  -6.138
H  2.069  2.127  -3.869
H  3.641  1.394  -3.436
H  2.121  0.604  -2.945
H  2.474  1.173  -6.935
H  4.038  0.444  -6.505
H  3.617  2.071  -5.894
H  1.631  -1.170  -4.170

[4]
Molecular formula: C5H15N2O
Method: DFT, wB97M-V/def2-TZVPD

Values from the calculation:
spin multiplicity	1
total charge	+1
largest force on an atom	0.35	eV/Å
HOMO	-14.0	eV
orbital gap	0.40389	Eh

Cartesian coordinates (Å):
C  -1.430  2.169  0.741
N  -2.644  -1.113  -0.360
C  -2.113  -0.145  0.347
N  -2.033  1.095  -0.042
H  -0.443  2.427  0.349
H  -1.287  1.830  1.760
H  -2.087  3.032  0.728
H  -2.956  -1.004  -1.312
H  -2.631  -2.052  0.009
H  -1.709  -0.400  1.317
H  -2.360  1.319  -0.973
C  2.073  -1.595  -1.037
C  1.290  -0.498  -0.341
C  2.185  0.565  0.262
O  0.421  -1.054  0.659
H  1.412  -2.392  -1.356
H  2.842  -1.997  -0.375
H  2.593  -1.190  -1.902
H  0.607  -0.040  -1.063
H  2.721  1.105  -0.522
H  2.948  0.103  0.887
H  1.620  1.263  0.874
H  0.981  -1.430  1.352

[5]
Molecular formula: C2H8N4O2
Method: DFT, wB97M-V/def2-TZVPD

Values from the calculation:
spin multiplicity	1
total charge	+2
largest force on an atom	4.93	eV/Å
HOMO	-19.3	eV
orbital gap	0.37184	Eh

Cartesian coordinates (Å):
C  0.271  0.671  -0.351
C  -0.177  -0.658  0.412
N  0.554  0.592  -1.626
N  0.650  -1.039  1.323
N  0.145  1.752  0.349
N  -1.101  -1.437  -0.187
O  0.400  2.919  -0.391
O  -1.398  -2.639  0.457
H  0.922  -0.370  -1.866
H  0.899  1.461  -2.108
H  1.604  -0.650  1.540
H  0.499  -1.641  2.143
H  0.235  1.667  1.374
H  -1.681  -1.049  -0.833
H  -0.029  3.773  -0.103
H  -1.793  -3.355  -0.132

[6]
Molecular formula: C9H12O3
Method: DFT, wB97M-V/def2-TZVPD

Values from the calculation:
spin multiplicity	1
largest force on an atom	5.41	eV/Å
HOMO	-8.5	eV
orbital gap	0.34084	Eh
SMILES	COc1cc(OC)cc(OC)c1

Cartesian coordinates (Å):
C  -3.327  0.096  0.904
O  -2.811  -0.409  -0.321
C  -1.417  -0.275  -0.450
C  -0.652  -1.377  -0.564
C  0.774  -1.125  -0.402
O  1.554  -2.194  -0.393
C  1.989  -2.450  0.879
C  1.431  0.117  -0.330
C  0.510  1.170  -0.356
O  0.825  2.484  -0.350
C  1.868  2.827  0.544
C  -0.930  0.981  -0.194
H  -2.605  -0.152  1.711
H  -3.682  1.199  0.907
H  -4.199  -0.520  0.945
H  -1.045  -2.376  -0.676
H  2.523  -3.452  0.965
H  1.099  -2.564  1.513
H  2.738  -1.886  1.396
H  2.439  0.210  -0.381
H  1.458  2.761  1.560
H  2.098  3.940  0.392
H  2.678  2.121  0.256
H  -1.532  1.887  -0.255

[7]
Molecular formula: C3H3ClFO2
Method: DFT, wB97M-V/def2-TZVPD

Values from the calculation:
spin multiplicity	1
total charge	-1
largest force on an atom	6.09	eV/Å
HOMO	-4.5	eV
orbital gap	0.29887	Eh
SMILES	C[C@](F)(Cl)C(=O)[O-]

Cartesian coordinates (Å):
C  -0.091  -0.001  0.034
C  -1.564  0.645  0.281
F  -1.658  1.926  -0.251
Cl  -1.911  0.730  2.004
C  -2.651  -0.253  -0.569
O  -3.744  0.265  -0.789
O  -2.157  -1.382  -0.850
H  0.485  0.412  -0.711
H  -0.358  -0.956  -0.095
H  0.423  0.291  0.950

[8]
Molecular formula: C35H42BF4IrN5O3S2Sb
Method: DFT, wB97M-V/def2-TZVPD

Values from the calculation:
spin multiplicity	1
largest force on an atom	3.45	eV/Å
HOMO (alpha / beta)	-7.1 / -7.1	eV
orbital gap (alpha / beta)	0.17991 / 0.17499	Eh

Cartesian coordinates (Å):
Ir  -0.326  -0.034  1.118
N  -0.621  -2.168  0.589
C  -1.098  -3.159  1.555
C  -0.685  -3.130  2.875
C  -1.142  -4.105  3.746
C  -2.006  -5.097  3.297
C  -2.415  -5.112  1.971
C  -1.967  -4.135  1.096
S  -2.492  -6.419  4.412
O  -1.358  -7.323  4.325
O  -2.638  -5.751  5.693
O  -3.723  -6.927  3.833
H  -1.180  -2.220  -0.261
H  0.324  -2.413  0.314
H  -0.035  -2.343  3.226
H  -0.851  -4.102  4.787
H  -3.091  -5.892  1.648
H  -2.295  -4.134  0.061
S  1.772  0.623  0.455
Sb  1.958  0.545  -1.874
C  0.974  2.220  -2.641
C  -0.128  2.708  -1.953
C  -0.727  3.881  -2.386
C  -0.225  4.557  -3.489
C  0.861  4.048  -4.185
C  1.467  2.873  -3.763
C  2.008  -1.467  -2.463
C  1.909  -2.429  -1.475
C  2.085  -3.768  -1.796
C  2.371  -4.126  -3.103
C  2.485  -3.153  -4.088
C  2.309  -1.815  -3.773
C  4.024  0.938  -2.027
C  4.537  2.173  -2.413
C  5.910  2.364  -2.469
C  6.769  1.330  -2.132
C  6.261  0.098  -1.747
C  4.890  -0.102  -1.692
H  -0.518  2.172  -1.100
H  -1.594  4.267  -1.864
H  -0.687  5.480  -3.813
H  1.236  4.562  -5.060
H  2.302  2.470  -4.321
H  1.708  -2.126  -0.458
H  2.012  -4.526  -1.027
H  2.506  -5.168  -3.358
H  2.709  -3.435  -5.107
H  2.375  -1.063  -4.547
H  3.875  2.993  -2.658
H  6.307  3.322  -2.778
H  7.839  1.485  -2.165
H  6.930  -0.713  -1.492
H  4.503  -1.066  -1.384
C  -3.903  2.220  -1.671
N  -3.292  1.610  -0.491
C  -3.355  0.154  -0.458
C  -2.465  2.286  0.317
N  -1.529  1.691  1.021
N  -2.655  3.647  0.422
C  -1.630  4.454  1.067
C  -4.007  4.147  0.685
H  -3.629  1.629  -2.545
H  -3.533  3.232  -1.805
H  -4.990  2.237  -1.577
H  -4.387  -0.150  -0.636
H  -3.059  -0.206  0.527
H  -2.727  -0.285  -1.228
H  -1.160  2.320  1.720
H  -1.675  4.391  2.160
H  -1.792  5.495  0.788
H  -0.638  4.162  0.727
H  -4.755  3.427  0.372
H  -4.168  5.083  0.151
H  -4.134  4.328  1.756
C  -2.113  1.313  3.799
C  -0.751  0.709  3.963
C  -0.055  0.652  5.128
C  1.154  -0.059  4.894
C  1.187  -0.437  3.589
C  2.247  -1.284  2.948
N  0.020  0.054  2.973
H  -2.690  1.134  4.704
H  -2.657  0.883  2.967
H  -2.069  2.396  3.655
H  -0.394  1.067  6.063
H  1.911  -0.308  5.620
H  2.292  -2.258  3.439
H  3.226  -0.814  3.038
H  2.068  -1.455  1.894
F  -0.540  -0.256  -1.547
B  -1.088  -0.658  -2.873
F  -2.322  -0.051  -2.998
F  -1.162  -2.025  -2.869
F  -0.196  -0.166  -3.827